[1]
ORCA calculation (wB97M-V/def2-TZVPD) on an isolated molecule of C3H6O2.

The geometry in XYZ format:
```
11
Properties=species:S:1:pos:R:3:forces:R:3
C 1.5430 -1.2263 -0.2391 -0.02 0.10 0.09
C 1.1039 -0.0360 0.1384 0.31 -0.14 -0.12
H -2.1228 1.6336 1.0305 -0.07 -0.01 0.10
H -0.7837 1.2627 -0.7441 -0.17 -0.17 0.02
H 2.4910 -1.2996 -0.7559 -0.04 -0.08 0.06
H -1.3987 -0.4373 -0.6853 0.20 0.11 0.02
O -0.0812 0.1339 0.8083 0.03 -0.12 0.14
C -1.1334 0.4439 -0.0889 -0.06 0.04 -0.42
H 1.6719 0.8780 -0.0571 -0.18 -0.11 0.02
H 0.9774 -2.1292 -0.0234 0.10 0.15 -0.06
O -2.2675 0.7765 0.6166 -0.10 0.24 0.16
```
Positions in Å, forces in eV/Å.

## Properties
LUMO: 0.935 eV
total charge: 0
E: -268.3367 Ha
energy above the lowest of the compared OMol25 structures with the same formula, charge and spin: 1.865 eV
HOMO: -9.9 eV

=====

[2]
ORCA calculation (wB97M-V/def2-TZVPD) on C26H51Cl3LaN2O6PSi as an isolated structure in a non-equilibrium geometry.

The geometry in XYZ format:
```
91
Properties=species:S:1:pos:R:3:forces:R:3
C 2.1970 -0.2420 3.9710 -0.21 0.96 -0.51
H -1.7384 0.6047 -2.9791 0.02 -0.67 -0.07
C -4.1116 -3.2827 2.7287 -0.40 0.03 -1.00
O 1.8983 0.6569 3.1338 0.92 -0.81 1.86
H 5.5733 -2.0613 0.3236 -0.10 0.23 -0.05
H -2.9049 2.6079 -3.4890 -0.13 0.03 0.05
H -5.8378 -1.9000 -4.6847 0.34 0.62 0.39
N -2.3666 2.5268 -1.4585 0.99 -0.11 0.56
C -3.2689 -0.8991 4.4318 -0.56 0.33 0.24
H -2.1273 4.0654 -2.8435 -0.05 0.06 -0.02
H -4.3340 -3.8084 3.6590 0.26 0.22 0.24
C 0.2449 -2.0856 -3.6225 -0.06 -0.22 -0.97
H 3.0393 1.8261 -3.3121 0.17 -0.21 0.11
N 2.5985 0.0422 5.2035 -0.02 -0.22 0.01
H 5.0807 2.0590 -1.8571 0.12 -0.25 -0.09
O 3.8110 0.8369 0.4176 0.67 0.41 -0.06
H 3.6320 1.6875 6.0077 -0.22 -0.05 -0.12
H 5.9179 -0.5471 -0.5487 -0.32 -0.24 0.15
H 2.9896 -1.9834 5.5842 -0.04 0.19 -0.05
H 2.2618 2.0781 4.9216 0.10 -0.10 0.25
C 0.9578 -0.1632 -4.9243 -0.11 -0.17 0.16
O -0.6676 1.8874 -0.1060 -0.35 0.72 -0.90
H 2.4271 2.7694 2.0083 -0.26 0.14 -0.19
H 1.9102 -2.0934 -5.0070 -0.21 0.15 0.23
H -2.6705 0.0064 4.5109 0.19 0.04 -0.20
C -1.9712 -2.2158 -2.4331 -2.71 -1.01 -0.21
C -1.0757 2.4347 -1.1657 -0.67 -0.41 0.83
H -1.4042 -3.9610 3.6939 0.10 0.41 -0.11
H -0.1206 1.6328 -4.5476 -0.25 -0.16 0.18
H -1.6788 -3.2927 -2.4550 0.44 -0.01 -0.28
C 1.1072 -1.5006 -4.5583 0.26 0.19 0.19
C 2.0932 3.5993 1.3639 -0.02 -0.07 0.24
H -0.3773 -2.6831 2.9567 -0.20 -0.17 0.08
H -5.3234 -3.3186 -2.4670 -0.03 0.06 -0.43
H 4.4788 -1.5581 -0.9723 0.31 0.31 0.25
H -3.0883 -0.9437 -4.5922 -0.56 -0.28 0.69
H 2.0901 -1.3115 3.7199 0.18 0.35 -0.16
C 3.0499 -1.0155 6.0878 0.14 -0.62 0.41
H -0.9817 -2.5059 4.6300 -0.16 -0.03 -0.34
H 4.8752 -0.2385 1.7762 -0.07 0.06 -0.11
H 3.4192 -1.0678 1.1639 0.09 0.19 0.00
H 5.6537 0.4450 -2.4228 -0.21 0.26 0.06
La -0.1134 1.2033 2.0690 1.38 -0.48 -1.88
H 2.3076 4.5257 1.9110 0.01 -0.15 -0.13
H 1.0015 3.6024 1.1869 0.36 -0.02 -0.03
H 5.4981 1.7830 -3.5578 -0.06 0.00 0.07
C -3.3473 1.8318 -0.6222 -0.29 -0.22 0.07
P 2.4609 0.9641 -0.4992 -0.57 -1.32 -0.14
Si -2.8070 -2.0246 3.0248 1.47 1.03 1.00
C 2.8667 3.5881 0.0556 0.09 -0.48 -0.89
C 2.6116 1.4109 5.7118 0.16 0.09 0.03
O 2.4810 2.5359 -0.8816 0.69 1.46 0.39
C 4.2801 -0.4462 0.8805 -0.31 -0.07 0.05
H -3.2803 0.7398 -0.7667 0.08 0.25 -0.11
C 5.0477 1.3242 -2.6706 0.26 0.20 0.08
H 1.9605 1.4983 6.5935 0.13 -0.12 -0.28
C -3.8595 -1.3244 -3.8851 -0.03 -0.29 -0.54
H -5.0430 -2.8445 2.3803 -0.12 0.03 -0.11
H 2.4619 -1.0931 7.0081 -0.18 0.26 -0.23
C -0.9589 -0.0356 -3.4016 0.34 0.42 -0.82
C -2.8269 3.2637 -2.6170 0.14 -0.22 -0.38
H -4.9355 -2.0946 -1.2563 0.20 -0.30 -0.23
H 4.0884 -0.8839 6.4080 -0.07 0.24 -0.26
H -0.3545 2.8563 -1.8681 -0.07 0.11 -0.05
H -3.8035 -4.0352 2.0050 0.04 0.03 -0.13
C -4.4954 -2.8263 -1.9582 0.49 0.12 0.21
C -5.2963 -1.0158 -4.2585 -0.28 0.22 0.04
H 1.6448 0.2940 -5.6603 -0.55 -0.22 0.48
O -2.3475 -1.8237 -1.2307 1.56 1.87 3.48
H -5.3196 -0.2215 -5.0339 -0.15 -0.36 0.44
O 2.9068 0.2832 -1.9127 0.17 0.85 -0.09
C -1.2335 -2.8718 3.6193 0.20 -0.13 -0.30
H -3.1919 2.0515 0.4456 -0.03 0.08 -0.45
H 0.4068 -3.1390 -3.3684 -0.27 0.37 -0.03
H -5.8614 -0.6532 -3.3652 0.16 -0.25 -0.66
C 5.1110 -1.1822 -0.1506 0.15 -0.30 -0.23
C -0.0630 0.5701 -4.3011 0.39 -0.13 0.15
C -0.8905 -1.4160 -3.1639 -0.16 -0.07 0.18
Cl -1.6863 2.7414 3.4797 -0.37 0.58 0.70
Cl 0.7498 -1.2702 1.1281 0.09 -0.62 0.53
H -4.3347 2.1845 -0.9362 0.17 -0.15 0.19
H -4.2987 -0.5559 4.3663 -0.20 0.09 -0.10
C -3.4965 -2.1365 -2.8736 1.12 0.32 -2.33
C 3.6270 0.9513 -3.0012 -0.65 -0.42 0.18
H -3.9640 -3.5759 -1.3640 -0.13 0.15 -0.01
H 3.6115 0.2229 -3.8183 -0.13 0.13 0.17
H -3.8046 3.6747 -2.3809 0.04 0.14 -0.12
H 3.9464 3.4724 0.2373 -0.36 0.20 0.06
Cl -2.2064 -0.3079 1.5443 -2.46 -2.57 0.63
H 2.6784 4.5160 -0.4979 0.16 -0.20 0.15
H -3.1863 -1.3989 5.3995 0.03 -0.30 -0.08
```
Positions in Å, forces in eV/Å.

## Properties
LUMO: -0.236 eV
total charge: 0
E: -3625.3857 Ha
energy above the lowest of the compared OMol25 structures with the same formula, charge and spin: 5.727 eV
HOMO: -4.7 eV

=====

[3]
ORCA calculation (wB97M-V/def2-TZVPD) on C39H29BrF3N5OSSbTc as an isolated structure in a non-equilibrium geometry.

The geometry in XYZ format:
```
81
Properties=species:S:1:pos:R:3:forces:R:3
C 1.8673 -4.3099 -3.3296 -0.05 0.05 0.12
H 1.3181 -1.8205 -6.2447 0.08 -0.13 -0.05
H 4.5673 1.9946 2.8660 0.15 0.08 0.06
C 0.3026 5.9183 -4.4304 -0.04 -0.27 0.20
C -0.8110 0.9691 -4.6576 0.06 0.18 0.20
H 3.9448 -3.7896 -3.4396 0.09 -0.01 -0.05
H -0.2251 -4.6067 -2.9991 -0.11 0.00 -0.03
C 3.9272 1.1016 -2.2157 -0.06 0.10 -0.08
H 1.9718 -5.1673 -3.9756 -0.04 -0.05 -0.13
H -4.8073 -0.5045 -1.8546 0.01 -0.03 -0.06
H -6.5382 0.7374 -0.5611 -0.08 -0.03 0.04
C 3.7012 1.6665 2.3168 -0.34 0.20 0.03
C -1.8934 -3.3413 2.1586 0.01 -0.02 0.03
N -0.5109 -1.5689 1.3396 0.07 0.11 0.00
H 3.7055 0.2035 -2.7741 0.07 -0.06 -0.07
N 1.4299 0.8114 0.9645 0.91 0.03 0.29
H -0.4413 -2.7167 -1.4476 -0.05 0.04 -0.02
C 2.4905 2.3545 2.4279 0.39 -0.21 -0.06
C -0.4651 -0.6595 -6.3536 0.12 0.06 0.31
C 1.1518 -0.4254 -4.6116 0.00 0.10 0.06
C 2.8754 -2.4820 -2.1450 -0.08 0.20 0.14
H -5.8004 2.1511 1.3587 -0.03 0.14 0.13
C 1.3828 1.8810 1.7587 -0.27 0.31 0.23
H 4.7562 4.3218 -0.2479 0.04 0.13 0.03
C 0.1865 -2.8939 3.2052 0.00 0.18 -0.15
N 1.5233 -1.1228 -0.6469 2.03 0.50 0.82
C 5.2420 1.4102 -1.9131 0.18 0.05 0.10
C 0.6341 -3.9932 -2.7779 0.09 -0.13 -0.05
C 0.3828 0.5847 -4.0538 0.33 0.11 0.62
H 1.9740 3.0018 -4.5424 0.09 0.01 -0.10
C 0.5113 -2.9246 -1.9118 -0.01 0.31 0.24
C 1.2012 4.9617 -4.8824 -0.08 0.21 -0.02
H 2.4012 3.7894 -0.8211 0.03 0.06 0.01
C 1.2842 3.7631 -4.2038 0.02 -0.10 0.08
H -2.3495 -2.0674 0.5109 0.12 0.08 -0.02
C -0.5160 5.6937 -3.3342 0.04 0.23 -0.19
C 2.9050 1.9580 -1.8347 -0.72 -0.33 -0.14
N -2.8265 1.0451 0.3518 -1.14 -0.58 -0.74
H -1.2080 6.4623 -3.0245 -0.04 0.05 0.02
H 0.9394 -3.0840 3.9530 0.07 -0.02 0.06
C -5.0806 1.6105 0.7703 0.04 -0.08 -0.15
C -0.4220 4.4857 -2.6613 -0.08 -0.05 0.16
Sb 0.8101 1.5992 -2.2076 0.39 0.38 -0.88
Tc -0.0751 -0.0131 -0.1412 -2.59 0.45 -0.43
C 1.6320 -2.1581 -1.5792 0.13 -1.07 -0.85
F -0.8838 -1.2887 -7.4506 0.01 0.04 -0.05
C 0.4807 3.5305 -3.0929 -0.13 -0.50 0.56
C -4.5434 0.1283 -1.0215 0.00 0.10 0.21
H -3.3663 2.3482 1.8586 0.12 -0.06 0.01
H 2.4186 3.2409 3.0347 -0.09 0.07 0.12
S -1.9425 -0.5246 -1.5779 0.60 -0.20 -0.17
C 2.6202 0.1699 0.8059 -0.27 1.47 1.02
C 3.1969 3.1116 -1.1106 -0.19 -0.02 -0.17
H 3.7400 -1.8903 -1.8866 0.06 -0.02 0.00
F 6.7735 2.8736 -0.9080 0.06 -0.02 0.00
H 1.2667 -1.2595 2.3573 -0.02 -0.01 -0.03
C 0.3734 -1.8639 2.2995 0.24 -0.17 0.34
C -1.2435 0.3529 -5.8136 0.00 -0.21 -0.19
H 6.0523 0.7695 -2.2192 0.16 -0.06 -0.04
C 2.9833 -3.5438 -3.0169 0.00 0.03 0.04
H -1.0581 4.2991 -1.8036 0.01 0.06 -0.02
H 0.4132 2.3481 1.8655 -0.05 0.04 -0.05
O -1.5457 1.1966 0.6345 1.16 0.42 0.52
C -3.1943 0.2476 -0.6837 0.18 0.11 0.14
C -1.6269 -2.2956 1.2828 -0.69 -0.47 0.04
H -2.1649 0.6384 -6.2966 -0.07 0.02 -0.06
C 5.5115 2.5719 -1.2086 -0.21 -0.13 -0.04
C -0.9616 -3.6631 3.1401 -0.25 0.14 -0.31
N 2.6419 -0.8648 -0.0515 -0.53 -1.57 -1.23
H -1.4013 1.7722 -4.2281 -0.04 -0.04 -0.09
C 3.7719 0.5609 1.5017 -0.46 -0.39 -0.44
H 2.0849 -0.7214 -4.1539 0.05 -0.10 -0.05
C -5.4946 0.8087 -0.2966 0.27 0.06 0.06
F 0.2240 7.0828 -5.0700 -0.02 -0.01 0.00
Br -3.5176 -4.2970 1.9811 0.39 0.22 0.03
C -3.7457 1.7221 1.0656 -0.23 0.21 0.25
C 0.7330 -1.0472 -5.7752 -0.14 -0.05 -0.20
H 4.6691 -0.0199 1.3731 0.17 -0.04 -0.03
H -1.1322 -4.4810 3.8219 -0.03 -0.07 0.08
H 1.8152 5.1658 -5.7466 0.03 0.03 -0.05
C 4.5042 3.4294 -0.7985 0.17 -0.05 0.09
```
Positions in Å, forces in eV/Å.

## Properties
LUMO (spin up / spin down): -7.172 / -7.794 eV
total charge: +2
E: -5444.8999 Ha
energy above the lowest of the compared OMol25 structures with the same formula, charge and spin: 0.916 eV
spin multiplicity: 3
HOMO (spin up / spin down): -13.5 / -13.6 eV

=====

[4]
ORCA calculation (wB97M-V/def2-TZVPD) on a 4-piece molecular cluster, C4H15NO3 overall in a non-equilibrium geometry.

The geometry in XYZ format:
```
23
Properties=species:S:1:pos:R:3:forces:R:3
O -0.9161 1.9121 2.4161 -0.05 0.56 0.28
H 1.3304 0.8643 -1.4304 0.15 0.16 0.35
H -1.6814 2.3068 1.9821 0.10 -0.35 -0.01
C 0.2310 -1.8673 -0.3255 1.41 2.27 -0.34
H -1.4331 0.3180 -0.5995 0.31 -0.13 -1.51
O 0.4775 2.8793 -0.3611 -0.03 -0.99 0.11
H 0.8879 3.3086 -1.1133 -0.14 0.50 0.14
H 2.8303 1.0650 -1.0566 -0.31 0.01 0.11
H 0.0440 -0.8615 3.0136 -0.35 -0.80 0.97
N -1.3281 -0.1911 -1.5062 -0.82 0.03 2.42
H -0.8168 0.2979 -2.2106 0.49 0.18 0.01
C 0.3966 -1.1010 2.0413 0.51 1.46 -0.54
C -0.9632 -1.5712 -1.2350 -0.13 -1.16 -2.38
H 0.8260 -2.7366 -0.5986 -0.53 -0.52 0.01
H -0.7593 -2.0065 -2.2643 -0.20 0.22 1.20
O 2.2225 0.9243 -1.7892 0.14 -0.06 -0.45
H 0.9666 -1.0302 -0.5002 -0.56 -0.68 0.15
H -0.8222 -2.6731 1.3244 -0.76 0.61 0.43
H -1.8607 -2.1024 -0.8656 0.34 0.19 -0.08
C -0.1768 -1.8242 1.1024 0.41 -1.88 -0.07
H 1.2445 -0.4757 1.7725 -0.08 0.18 -0.25
H 0.0153 3.4814 0.2243 0.21 0.37 -0.24
H -0.7152 1.0830 1.9794 -0.11 -0.18 -0.31
```
Positions in Å, forces in eV/Å.

## Properties
LUMO: 0.523 eV
total charge: 0
E: -441.8226 Ha
energy above the lowest of the compared OMol25 structures with the same formula, charge and spin: 1.614 eV
HOMO: -9.2 eV